# C12H20BaN2O2

A molecular structure, C12H20BaN2O2 at a distorted geometry (the ωB97M-V functional and the def2-TZVPD basis, the Open Molecules 2025 dataset).

Last column: Löwdin charge in e.
Atoms and positions in Å:
Ba (-2.120, -1.446, -1.661)  1.439
O (-3.083, 0.702, -1.578)  -0.559
O (-2.586, -1.569, 2.614)  -0.126
N (-2.222, -0.774, 1.487)  -0.022
N (-2.264, 0.636, -0.500)  -0.350
C (-3.490, 2.547, 0.496)  -0.046
C (-2.699, 1.334, 0.610)  -0.312
C (3.010, 0.814, -1.521)  -0.204
C (3.268, -1.693, 0.047)  -0.203
C (1.893, 0.396, 0.745)  -0.101
C (2.278, -0.886, 0.842)  -0.120
C (2.802, -1.544, -2.468)  -0.123
C (2.694, -2.382, -1.233)  -0.197
C (1.865, 1.201, -0.553)  -0.178
C (-3.609, 0.688, 2.881)  -0.038
C (-2.718, 0.450, 1.727)  -0.306
C (2.780, -0.220, -2.554)  -0.113
H (1.613, -2.578, -1.081)  0.103
H (3.223, 1.735, -2.070)  0.105
H (-3.891, 1.716, 2.985)  0.062
H (3.153, -3.376, -1.275)  0.102
H (-2.063, -2.397, 2.559)  0.096
H (4.216, -1.170, -0.216)  0.115
H (3.574, -2.505, 0.725)  0.101
H (1.312, 0.865, 1.554)  0.101
H (2.005, -1.357, 1.798)  0.096
H (-3.825, 2.711, -0.542)  0.088
H (1.978, 2.267, -0.283)  0.105
H (-1.947, -0.253, -3.385)  -0.330
H (2.534, 0.169, -3.530)  0.102
H (-4.505, 0.087, 2.793)  0.095
H (2.448, -2.152, -3.327)  0.108
H (0.858, 1.178, -1.018)  0.112
H (-3.101, 0.363, 3.851)  0.113
H (-2.909, 3.406, 0.842)  0.090
H (3.912, 0.566, -0.900)  0.116
H (-4.385, 2.472, 1.139)  0.081

Force components x, y, z for each atom (eV/Å):
0.3 -1.6 0.0
1.1 1.1 1.7
0.7 -0.9 0.0
-0.9 1.0 1.7
-2.8 2.4 0.8
-1.3 0.8 0.0
1.4 -1.9 -2.6
0.7 1.0 0.8
0.0 -1.0 -0.4
-1.4 -0.3 -1.3
0.5 1.0 1.6
-1.7 -1.3 -0.3
0.5 0.4 1.3
0.5 0.2 0.7
1.0 -0.3 2.1
0.8 -2.2 -0.8
-0.2 -0.6 -0.5
0.4 0.0 0.0
0.3 -0.1 0.1
-0.1 0.5 0.0
0.1 0.2 -0.6
-0.3 0.9 -0.3
-0.8 -0.3 0.3
0.0 0.2 -0.2
0.2 -0.5 -0.2
0.2 0.1 -0.3
0.3 -0.1 0.5
0.1 -0.3 -0.1
0.6 0.0 -1.4
0.1 0.1 -0.2
-0.2 -0.2 0.0
0.6 0.8 0.1
0.5 -0.4 0.2
-0.7 0.4 -1.3
-0.1 0.1 -0.1
-0.8 0.5 -0.7
0.2 0.3 -0.4

**E_HOMO (alpha / beta)**: -6.42 / -6.45 eV
**Spin multiplicity**: 1
**ΔE to the lowest compared entry with this formula, charge and spin**: 0.0 kcal/mol
**Maximum force**: 3.7 eV/A
**Total energy**: -754.4266 Eh
**Orbital gap (alpha / beta)**: 5.938 / 5.985 eV



# C5H12Br2Si

2 unconnected molecules or ions with the total composition C5H12Br2Si at a distorted geometry (the ωB97M-V functional and the def2-TZVPD basis, the Open Molecules 2025 dataset).

Last column: Löwdin charge in e.
Atoms and positions in Å:
Br (1.572, -1.937, -1.705)  0.321
Br (3.786, 1.033, -1.878)  0.328
Si (1.988, 0.114, -0.982)  -0.271
C (-1.632, -0.486, 0.765)  -0.020
C (-2.522, -0.796, -0.152)  -0.204
C (1.444, 1.401, 1.379)  -0.198
C (1.917, 0.040, 0.909)  -0.409
C (-2.611, -0.190, -1.554)  -0.078
H (-1.882, 0.482, -1.634)  0.015
H (0.982, 0.970, -1.323)  -0.082
H (-2.796, -0.839, -2.335)  0.050
H (1.726, 1.690, 2.341)  0.053
H (-1.620, -0.814, 1.798)  0.063
H (0.397, 1.557, 1.454)  0.050
H (1.359, -0.855, 1.216)  0.056
H (-0.764, 0.111, 0.507)  0.013
H (-3.502, 0.422, -1.593)  0.078
H (-3.457, -1.308, 0.125)  0.097
H (2.975, -0.031, 1.291)  0.087
H (1.835, 2.153, 0.727)  0.050

Force components x, y, z for each atom (eV/Å):
0.1 0.1 -0.3
0.1 -0.2 0.1
1.1 -1.7 1.5
1.0 0.1 0.1
-2.0 0.2 -0.8
-0.4 -0.1 -0.5
1.8 -0.1 -0.2
-2.6 -0.9 3.1
3.4 2.3 -1.1
-2.0 1.4 -1.0
0.5 -1.7 -1.6
1.1 0.1 1.7
-0.4 -0.2 -0.1
-1.2 -0.2 -0.6
0.1 0.4 0.1
-0.1 0.1 -0.2
-0.6 0.3 0.4
0.7 -0.2 0.1
-0.9 -0.5 -0.4
0.2 0.8 -0.5

**E_HOMO**: -9.84 eV
**Spin multiplicity**: 1
**ΔE to the lowest compared entry with this formula, charge and spin**: 0.0 kcal/mol
**Maximum force**: 4.3 eV/A
**Total energy**: -5635.2616 Eh
**Orbital gap**: 10.466 eV